Record 1
Computed, not measured: C23H40CeN2O5S2Si as an isolated structure, with ωB97M-V/def2-TZVPD.

**2S+1**: 2
**HOMO (spin up / spin down)**: -10.8 / -10.8 eV
**Frontier orbital gap (spin up / spin down)**: 0.271 / 0.272 Ha
**LUMO level (spin up / spin down)**: -3.45 / -3.44 eV
**Charge**: +1

The geometry in XYZ format:
```
74
Properties=species:S:1:pos:R:3:forces:R:3
Ce -1.09746 -14.74063 -7.87179 0.7 1.0 -1.9
C -2.67994 -18.36847 -10.27040 -0.8 0.5 -0.3
C -2.12955 -17.63969 -9.05406 -0.6 -0.1 -0.3
O -2.60248 -16.52005 -8.68651 1.1 -1.3 -0.3
C -1.05157 -18.36400 -8.42042 0.9 -1.5 1.3
C -1.11948 -19.83107 -8.38497 -0.3 1.4 -0.6
C -0.16468 -20.57705 -7.76169 1.0 -1.2 0.6
C 0.82083 -19.93414 -6.95555 -1.2 0.9 -0.9
C 0.92706 -18.55793 -6.97826 0.5 0.4 -0.2
C 0.04595 -17.74677 -7.75097 -0.6 -0.4 0.4
O 0.17356 -16.42182 -7.75665 0.3 -1.1 0.2
H -3.43303 -17.71778 -10.72105 0.0 -0.2 0.0
H -3.16669 -19.36099 -10.04662 0.7 1.1 -0.2
H -1.85716 -18.47899 -11.01053 -0.5 -0.2 0.6
H -1.99391 -20.33539 -8.81435 0.7 0.2 0.0
H -0.08365 -21.69615 -7.88118 -0.6 1.4 0.4
H 1.39032 -20.48037 -6.23728 0.6 -0.5 -0.1
H 1.75232 -18.06262 -6.43211 -0.8 -0.2 -0.3
C -0.00551 -10.54408 -7.86376 0.9 0.8 2.7
C 1.14553 -11.58023 -7.77032 -0.5 0.8 -1.3
C 2.43199 -11.11094 -8.50847 0.3 0.7 0.2
C 1.47156 -12.04140 -6.40502 0.9 -0.7 1.6
O 0.55102 -12.72507 -8.46467 0.1 -0.7 -0.2
Si 0.67096 -12.89613 -10.13410 0.0 -1.4 -1.4
S -0.76567 -14.48737 -10.53005 0.8 0.8 0.3
O 2.22210 -13.25891 -10.58706 -0.6 -0.4 0.4
C 3.02764 -14.52954 -10.64910 -0.3 1.9 0.4
C 2.54538 -15.23200 -11.90035 1.0 -1.3 -0.9
C 4.48163 -14.04189 -10.71597 -0.1 0.6 0.5
C 2.89563 -15.28242 -9.34680 -0.6 -1.1 1.3
O 0.22983 -11.46888 -10.78342 0.4 -0.5 0.9
C -0.11589 -10.95765 -12.08665 0.5 0.1 0.3
C 1.16602 -10.87214 -12.88752 0.7 0.4 -1.0
C -0.58841 -9.53755 -11.80450 -1.0 0.5 0.9
C -1.17435 -11.90477 -12.60821 -0.5 -0.6 -1.0
H 0.32706 -9.54060 -7.45969 -0.3 -1.0 -0.3
H -0.84223 -10.89642 -7.17678 0.7 0.4 -1.1
H -0.27849 -10.40338 -8.88276 -0.5 -0.1 -0.6
H 3.04684 -10.37880 -7.91624 -0.9 -0.5 -0.3
H 2.16330 -10.60731 -9.46065 0.3 -0.5 0.5
H 3.12013 -11.94908 -8.70110 -0.5 0.2 0.0
H 1.89823 -11.18949 -5.82570 -0.2 -0.8 -0.3
H 2.18720 -12.91000 -6.42606 -0.3 1.0 -0.1
H 0.62170 -12.44864 -5.83583 -0.2 0.4 -0.2
H 2.45127 -14.49275 -12.70843 0.2 -0.2 0.2
H 1.56030 -15.71486 -11.82847 0.4 0.1 0.4
H 3.31268 -16.01439 -12.23631 -1.1 1.0 0.5
H 4.74865 -13.39680 -11.55372 -0.4 0.0 -0.1
H 5.16686 -14.86816 -10.72277 0.2 -0.7 -0.1
H 4.70648 -13.50142 -9.77636 -0.2 -0.1 -0.5
H 1.87038 -15.47591 -9.03072 -0.3 0.2 -0.6
H 3.31004 -14.81291 -8.40471 0.2 -0.2 -1.4
H 3.26771 -16.32153 -9.46233 0.3 0.6 0.1
H 1.96186 -10.41237 -12.27045 -0.3 -0.5 -0.1
H 1.10028 -10.18451 -13.77460 -0.3 -0.8 0.7
H 1.47302 -11.87254 -13.23587 0.1 0.4 0.2
H 0.16494 -9.00730 -11.19542 -0.2 -0.3 -0.3
H -1.55463 -9.48203 -11.21469 1.0 -0.3 -0.7
H -0.71719 -8.95445 -12.71264 -0.1 -0.1 -0.2
H -0.87932 -12.99085 -12.64152 0.0 1.3 0.4
H -1.51255 -11.72693 -13.64024 0.1 0.5 0.3
H -2.02523 -11.78247 -11.93283 -0.1 -0.4 -0.2
S -1.47233 -15.08765 -5.12310 -0.5 0.4 0.6
C -2.89681 -14.49205 -5.78249 -2.2 0.2 0.6
N -3.10767 -13.20351 -6.35993 -0.8 -4.0 -0.6
C -4.51773 -13.10918 -6.77947 -0.5 0.6 0.0
C -5.12250 -14.51742 -6.57910 -0.4 0.6 0.5
N -4.05201 -15.22770 -5.91063 2.1 1.6 0.0
H -2.66731 -12.43654 -5.95471 0.9 1.4 0.9
H -4.65255 -12.79181 -7.81004 0.5 -0.1 -0.2
H -5.03305 -12.34436 -6.20623 0.0 -0.1 0.4
H -5.31461 -14.93611 -7.56027 -0.3 -0.4 0.0
H -6.03173 -14.47926 -5.93776 0.5 -0.2 -0.7
H -4.05352 -16.20043 -5.65692 0.0 -0.1 0.0
```
Forces are in eV/Å.


Record 2
Computed, not measured: a 8-piece molecular cluster, C23H40Cl6O15 overall, with ωB97M-V/def2-TZVPD.

**2S+1**: 1
**HOMO**: -10.3 eV
**Frontier orbital gap**: 0.376 Ha
**LUMO level**: -0.02 eV
**Charge**: 0

The geometry in XYZ format:
```
84
Properties=species:S:1:pos:R:3:forces:R:3
Cl 8.05877 0.54524 1.84744 0.0 -0.2 -0.3
C 7.20194 1.15631 3.23957 -1.2 1.1 1.6
C 5.66313 1.18226 3.11668 0.5 -1.4 -0.6
Cl 5.21058 2.04538 1.65043 -0.4 0.4 -0.4
H 7.49451 2.18420 3.45391 0.4 -0.1 -0.3
H 7.45385 0.57094 4.12387 0.1 -0.2 -0.2
H 5.07002 1.57591 3.94213 0.7 0.3 0.2
H 5.33657 0.14917 2.99760 -0.1 0.0 -0.2
Cl 5.71844 3.17368 -3.87195 0.1 0.9 -0.3
C 5.69252 1.46113 -3.51385 -0.7 -0.6 -0.5
C 7.02337 1.02426 -3.05805 1.2 0.9 0.5
Cl 7.09679 -0.74516 -2.92466 0.0 0.1 0.3
H 5.47510 0.89866 -4.42184 -0.7 0.2 0.2
H 4.97768 1.36971 -2.69608 -0.2 -0.5 -0.4
H 7.16779 1.58085 -2.13206 0.5 -0.8 0.5
H 7.82276 1.34811 -3.72453 -0.2 -0.2 -0.1
Cl 3.27791 2.71620 -10.35965 0.6 0.8 -1.3
C 2.56044 1.78747 -9.08643 0.9 -1.2 0.0
C 1.13693 2.10253 -8.90779 -0.5 0.1 1.4
Cl 0.15726 1.45857 -10.26582 0.1 0.7 0.4
H 3.20097 2.01844 -8.23527 -0.5 -0.3 0.4
H 2.62708 0.73823 -9.37409 0.4 0.0 0.2
H 1.08949 3.16124 -8.65287 -0.8 0.2 -0.8
H 0.80137 1.59672 -8.00245 -0.2 -0.2 -0.1
C 2.63800 -1.11202 8.60190 -0.4 -0.2 1.5
C 1.20456 -1.51238 8.97631 0.8 0.8 0.2
O 0.68796 -1.89322 7.74620 -1.5 -0.6 -0.5
C 1.44693 -1.44926 6.75682 0.6 -2.7 -3.3
O 1.21315 -1.66700 5.58421 0.0 1.2 1.7
O 2.66374 -1.08717 7.19217 0.0 1.1 0.4
H 3.25639 -1.92152 8.98971 0.6 0.4 -0.3
H 2.81606 -0.15700 9.09619 0.7 0.0 -0.5
H 0.59190 -0.66336 9.27948 0.1 -0.2 0.8
H 1.32228 -2.33209 9.68505 -1.0 0.1 0.0
C -3.77809 0.73974 -3.89517 1.8 0.5 -0.3
C -3.95548 1.93691 -2.92331 2.0 -0.7 -0.5
O -5.32879 2.02961 -2.86281 -0.3 2.7 2.7
C -5.89336 1.09757 -3.52068 -6.8 -1.3 -1.2
O -7.10887 0.85223 -3.49435 2.9 0.5 0.2
O -5.08202 0.54726 -4.36206 1.1 -2.1 -1.3
H -3.33410 -0.15219 -3.45311 -0.5 -0.1 0.3
H -3.13249 0.95916 -4.74556 -0.1 0.3 0.0
H -3.50011 2.83660 -3.33720 -0.2 0.1 0.2
H -3.56863 1.74384 -1.92273 0.1 0.0 -0.1
C 2.61947 -1.68119 -0.98929 -2.3 -0.2 -0.3
C 1.12917 -1.74331 -0.53894 0.9 -1.2 1.9
O 0.40879 -0.70627 -1.19429 1.8 0.3 -1.0
C 1.17674 -0.42883 -2.31251 -1.4 1.5 -2.1
O 0.83456 0.30590 -3.24344 0.9 -2.1 2.9
O 2.32566 -1.13677 -2.29676 1.2 0.6 -0.2
H 3.10043 -2.65833 -1.03391 -0.4 0.0 -0.6
H 3.27518 -1.10615 -0.33547 -0.2 0.8 -0.4
H 1.13861 -1.66487 0.54819 -0.7 0.4 0.0
H 0.65371 -2.69307 -0.78392 0.2 -0.1 -0.2
C -2.56302 -5.71665 0.75946 -1.1 0.8 -0.2
C -2.89153 -5.37333 -0.72213 3.3 -0.6 1.6
O -4.23519 -5.64760 -0.87571 0.6 -1.2 0.6
C -4.80483 -5.12143 -1.89823 -2.2 2.9 -2.4
O -4.28969 -4.42202 -2.78579 -1.6 -2.1 2.0
O -6.14641 -5.36168 -1.64007 0.6 0.0 -0.6
C -7.18433 -4.81968 -2.43692 -0.2 0.8 -1.5
H -3.37245 -5.22241 1.29671 0.4 0.4 0.5
H -1.58374 -5.38636 1.10591 -0.1 0.1 -0.2
H -2.70728 -6.75692 1.05120 0.2 -0.2 -0.6
H -2.18792 -5.96792 -1.30478 -0.6 -0.5 -0.7
H -2.62942 -4.35723 -1.01697 -0.4 0.2 0.4
H -6.86234 -4.61588 -3.45814 0.4 0.0 0.0
H -7.59115 -3.87618 -2.07306 0.4 0.1 0.5
H -8.05743 -5.46131 -2.55565 0.4 -0.6 0.6
C -0.70155 3.32883 1.87331 -0.7 0.8 0.1
C -1.42240 4.36104 2.72918 -0.2 -0.3 0.8
O -2.53647 3.67885 3.39327 1.2 -1.0 -1.7
C -3.22644 4.20090 4.35240 0.6 4.3 1.9
O -3.01450 5.33186 4.87660 -0.9 -3.4 -1.3
O -4.17395 3.33768 4.64780 0.1 -1.4 -2.1
C -5.00713 3.50998 5.71751 -0.4 1.3 2.0
H -0.18663 2.58150 2.47701 -0.2 -0.1 -0.2
H 0.01461 3.85292 1.24040 0.1 -0.1 0.1
H -1.48648 2.93544 1.22740 0.3 -0.6 -0.1
H -1.86094 5.13979 2.10521 0.2 0.2 0.2
H -0.77617 4.75533 3.51341 -0.1 0.3 -0.1
H -5.42295 4.51742 5.70161 0.2 0.2 0.4
H -4.35231 3.33749 6.57166 -0.6 0.3 0.7
H -5.87659 2.85492 5.77272 0.5 -0.5 -0.7
```
Forces are in eV/Å.


Record 3
Computed, not measured: one molecule with the formula C23H40N2O3, with ωB97M-V/def2-TZVPD.

**2S+1**: 1
**HOMO**: -9.1 eV
**Frontier orbital gap**: 0.355 Ha
**LUMO level**: 0.62 eV
**Charge**: 0

The geometry in XYZ format:
```
68
Properties=species:S:1:pos:R:3:forces:R:3
C 0.77992 2.29954 4.72397 0.0 0.0 0.0
C 0.05905 2.14441 3.62397 0.2 0.0 0.1
C 0.22280 0.97854 2.69348 -0.3 0.0 -0.1
O 0.72518 1.29620 1.39891 0.3 0.1 0.1
C 0.20650 2.49328 0.83525 -0.1 -0.1 -0.1
C 0.61779 2.49266 -0.62655 0.0 0.0 0.0
C -0.02756 1.26518 -1.25096 0.0 0.0 -0.1
O -1.24018 1.10688 -1.26703 0.0 0.0 0.0
N 0.80815 0.35727 -1.81362 0.0 0.0 0.1
C 2.17329 -0.03027 -1.40495 0.0 0.0 0.0
C 1.70839 -1.50378 -1.39250 0.0 0.0 0.0
C 2.51548 -2.54897 -2.13788 0.0 0.0 0.0
C 1.78859 -3.89407 -2.08567 0.0 0.0 0.0
C 1.47488 -4.29019 -0.64490 0.0 0.0 0.0
N 0.73841 -3.22926 0.03236 0.0 0.0 -0.1
C -0.57898 -3.42189 0.35764 0.1 0.0 0.2
O -1.12394 -4.49686 0.16361 0.0 0.0 0.0
C -1.30496 -2.30446 1.10715 0.0 0.0 0.0
C -0.96492 -2.49678 2.59119 0.0 0.0 0.0
C -2.81076 -2.34413 0.81482 0.0 0.0 0.0
C -3.07289 -2.08529 -0.66799 0.0 0.0 0.0
C -3.56054 -1.30896 1.65109 0.0 0.0 0.0
C 1.44154 -1.96360 0.03909 0.0 0.0 0.0
C 0.40071 -1.02929 -2.06925 0.0 0.0 0.0
C 0.27314 3.79882 -1.39292 0.0 0.0 0.0
C 0.50344 3.56655 -2.88883 0.0 0.0 0.0
C 1.21878 4.90889 -0.92377 0.0 0.0 0.0
C -1.17510 4.23983 -1.16824 0.0 0.0 0.0
H 0.61397 3.12715 5.40132 0.0 0.0 0.0
H 1.55916 1.59346 4.98816 0.0 0.0 0.0
H -0.72004 2.86182 3.38798 0.0 0.0 0.0
H 0.91678 0.25231 3.11739 0.0 0.0 0.0
H -0.75451 0.49051 2.57241 0.0 0.0 0.0
H -0.88701 2.49761 0.90422 0.0 0.0 0.0
H 0.60159 3.36672 1.36099 0.0 0.0 0.0
H 1.70465 2.38304 -0.66850 0.0 0.0 0.0
H 2.91322 0.19922 -2.17528 0.0 0.0 0.0
H 2.49302 0.37048 -0.44248 0.0 0.0 0.0
H 2.67605 -2.23298 -3.17208 0.0 0.0 0.0
H 3.50341 -2.64366 -1.67206 0.0 0.0 0.0
H 0.84845 -3.82657 -2.64173 0.0 0.0 0.0
H 2.38842 -4.67340 -2.55934 0.0 0.0 0.0
H 0.87645 -5.19491 -0.60034 0.0 0.0 0.0
H 2.40921 -4.45864 -0.09654 0.0 0.0 0.0
H -0.95220 -1.32114 0.78274 0.0 0.0 0.0
H 0.11567 -2.50654 2.74891 0.0 0.0 0.0
H -1.38621 -1.70294 3.20553 0.0 0.0 0.0
H -1.36372 -3.45091 2.94142 0.0 0.0 0.0
H -3.16990 -3.34474 1.06763 0.0 0.0 0.0
H -2.74084 -1.07983 -0.94484 0.0 0.0 0.0
H -2.56107 -2.81494 -1.29672 0.0 0.0 0.0
H -4.14023 -2.15387 -0.88537 0.0 0.0 0.0
H -3.15002 -0.30840 1.48051 0.0 0.0 0.0
H -4.61256 -1.28330 1.36287 0.0 0.0 0.0
H -3.51882 -1.52127 2.71945 0.0 0.0 0.0
H 2.40155 -2.09396 0.55559 0.0 0.0 0.0
H 0.88794 -1.20026 0.58004 0.0 0.0 0.0
H -0.54159 -1.29984 -1.59419 0.0 0.0 0.0
H 0.34383 -1.25414 -3.13695 0.0 0.0 0.0
H -0.19632 2.83132 -3.28940 0.0 0.0 0.0
H 0.36331 4.49945 -3.43824 0.0 0.0 0.0
H 1.51927 3.21078 -3.08003 0.0 0.0 0.0
H 1.08783 5.13838 0.13486 0.0 0.0 0.0
H 2.26318 4.63216 -1.08638 0.0 0.0 0.0
H 1.02344 5.82520 -1.48451 0.0 0.0 0.0
H -1.35238 4.51829 -0.12711 0.0 0.0 0.0
H -1.38533 5.11929 -1.78098 0.0 0.0 0.0
H -1.87387 3.44881 -1.43642 0.0 0.0 0.0
```
Forces are in eV/Å.


Record order is preserved below.
Max |F|: 4.1 7.1 0.3 eV/Å